{"formula": "C3H7N2", "method": "ωB97M-V/def2-TZVPD", "elements": ["C", "C", "C", "N", "N", "H", "H", "H", "H", "H", "H", "H"], "positions_angstrom": [[2.256, -0.459, -0.270], [-1.325, -1.077, 0.367], [-0.795, -0.098, -0.351], [2.122, 0.597, 0.198], [-0.463, 1.277, 0.101], [2.374, -1.449, -0.796], [-1.517, -2.088, 0.102], [-1.478, -1.066, 1.437], [-0.579, -0.159, -1.385], [-0.196, 1.813, -0.645], [0.569, 1.115, 0.382], [-0.968, 1.594, 0.858]], "atomic_forces_ev_per_a": [[0.1228, 0.4578, -0.1306], [0.8166, 0.8473, 1.1653], [-1.2397, -0.3636, 0.0366], [0.4295, -2.2620, -0.8810], [2.8655, -4.8008, 0.8555], [-0.0299, 1.5198, 0.9666], [-0.0061, -0.4466, -1.3947], [-0.1482, 0.9367, 0.2911], [0.0555, -0.3891, -0.8686], [-0.6927, 2.6825, -2.5043], [-0.5940, 0.2662, 0.7939], [-1.5791, 1.5520, 1.6702]], "homo_energy_ev": -15.511, "largest_force_ev_per_a": 5.66, "e_lumo_ev": -3.36, "total_charge": 1, "de_lowest_kj_mol": 183.31}

***

{"formula": "C3H7N2", "method": "ωB97M-V/def2-TZVPD", "elements": ["C", "C", "N", "C", "N", "H", "H", "H", "H", "H", "H", "H"], "positions_angstrom": [[1.247, 0.042, 1.592], [0.168, 0.376, 0.855], [-0.369, -0.047, -0.486], [-0.281, -1.263, -0.872], [-0.993, 0.923, -1.143], [1.392, 0.507, 2.551], [1.990, -0.665, 1.256], [-0.528, 1.099, 1.268], [0.203, -1.990, -0.246], [-0.711, -1.586, -1.805], [-0.801, 1.881, -0.890], [-1.317, 0.723, -2.079]], "atomic_forces_ev_per_a": [[-1.2302, -0.3751, -2.2927], [-0.1050, 0.6639, 0.9260], [1.9701, -0.8337, 1.8391], [-0.0958, -0.1209, -0.1730], [-0.8659, 0.6708, -0.5275], [-0.1627, 0.1290, 0.1323], [0.1431, -0.0944, -0.0235], [-0.0240, -0.0273, -0.1541], [0.0387, 0.0889, 0.2738], [-0.0407, 0.1726, -0.2174], [0.2339, -0.2323, 0.0705], [0.1384, -0.0416, 0.1466]], "homo_energy_ev": -14.999, "largest_force_ev_per_a": 2.82, "e_lumo_ev": -4.88, "total_charge": 1, "smiles": "C=C[N+](=C)N", "de_lowest_kj_mol": 207.91}

***

{"formula": "C3H7N2O", "method": "ωB97M-V/def2-TZVPD", "elements": ["C", "C", "C", "N", "N", "O", "H", "H", "H", "H", "H", "H", "H"], "positions_angstrom": [[3.802, 1.410, -1.899], [0.756, -0.259, -0.780], [-1.117, -0.513, 0.812], [1.067, 0.977, -0.527], [-0.385, -0.777, -0.376], [4.634, 1.772, -2.548], [1.521, -0.899, -1.248], [-1.659, 0.368, 0.619], [-0.474, -0.406, 1.593], [-1.739, -1.266, 1.124], [1.813, 1.443, -1.018], [0.668, 1.441, 0.230], [-0.310, -1.730, -0.654]], "atomic_forces_ev_per_a": [[-0.3191, -0.0323, 0.0899], [-0.0154, 0.7602, 0.4471], [-0.2967, 1.8456, -1.4615], [1.0019, -0.3141, -0.8281], [2.1928, -2.5190, -1.3309], [0.4598, 0.1078, -0.2460], [-0.8652, 0.4282, -0.6130], [-0.9925, 1.1553, 0.3588], [2.0004, 0.7643, 2.3227], [-1.6780, -2.0241, -0.0839], [0.5157, -0.2585, 0.1884], [-1.1577, 1.1664, 1.1034], [-0.8460, -1.0797, 0.0531]], "homo_energy_ev": -15.685, "largest_force_ev_per_a": 3.60, "e_lumo_ev": -4.01, "total_charge": 1, "de_lowest_kj_mol": 123.60}

***

{"formula": "C3H7N2O", "method": "ωB97M-V/def2-TZVPD", "elements": ["C", "C", "C", "N", "N", "O", "H", "H", "H", "H", "H", "H", "H"], "positions_angstrom": [[-1.042, 0.009, -0.426], [-0.248, 0.172, 0.659], [2.033, -0.466, -0.414], [3.224, 0.072, -0.268], [-2.508, -0.102, -0.076], [1.091, 0.200, 0.570], [-0.800, -0.342, -1.363], [-0.585, 0.450, 1.602], [3.352, 0.591, 0.667], [3.893, -0.258, -0.941], [-3.126, 0.430, -0.771], [-2.510, 0.300, 0.794], [-2.775, -1.055, -0.034]], "atomic_forces_ev_per_a": [[-0.7635, -0.1473, 3.0841], [1.8618, -0.5098, -4.1966], [-1.7144, 0.5927, -0.4116], [-2.7303, 0.4360, 2.8578], [0.8848, 1.1229, -4.1584], [1.8233, -0.0805, 0.4952], [0.7317, -0.4434, -1.8757], [-0.6515, 0.2919, 1.6860], [0.6679, -0.5484, -2.2280], [0.6539, 0.1021, 0.4332], [0.9347, -0.8695, 1.3675], [-1.0544, 1.2849, 2.8770], [-0.6437, -1.2315, 0.0695]], "homo_energy_ev": -12.883, "largest_force_ev_per_a": 4.62, "e_lumo_ev": -3.62, "total_charge": 1, "de_lowest_kj_mol": 400.73}

***

{"formula": "C3H7N2O", "method": "ωB97M-V/def2-TZVPD", "elements": ["C", "N", "C", "N", "C", "O", "H", "H", "H", "H", "H", "H", "H"], "positions_angstrom": [[0.369, 0.583, 1.744], [0.398, 0.210, 0.539], [1.173, 0.162, -0.679], [-0.080, -0.275, -1.432], [-0.909, -0.146, -0.263], [-1.669, -1.171, 0.147], [-0.532, 0.370, 2.370], [1.244, 0.859, 2.255], [1.992, -0.499, -0.543], [1.510, 1.111, -1.189], [-0.430, 0.101, -2.299], [-1.553, 0.689, -0.307], [-1.511, -1.994, -0.342]], "atomic_forces_ev_per_a": [[-0.4413, -1.5320, 0.4645], [-3.0555, 0.6302, 0.2996], [-1.0388, 1.7062, -2.9090], [1.2252, -1.4387, 1.5956], [0.6272, -0.4451, -1.0041], [-0.0356, -0.4960, 0.3110], [0.4941, 0.4516, -0.9072], [1.1802, 0.7607, 0.4767], [0.6011, -1.0081, -0.4187], [-0.0214, -0.5605, 1.4803], [0.5555, 0.3807, -0.0412], [-0.4986, 1.4241, 0.5320], [0.4079, 0.1270, 0.1204]], "homo_energy_ev": -14.674, "largest_force_ev_per_a": 3.53, "e_lumo_ev": -5.22, "total_charge": 1, "smiles": "C=[N+]1CN[C@H]1O", "de_lowest_kj_mol": 294.16}

***

{"formula": "C3H7N2O", "method": "ωB97M-V/def2-TZVPD", "elements": ["N", "C", "C", "O", "C", "N", "H", "H", "H", "H", "H", "H", "H"], "positions_angstrom": [[0.896, 1.856, -0.121], [0.113, 0.747, 0.093], [-1.573, 0.935, 0.230], [-2.485, 0.147, -0.110], [0.535, -0.590, 0.067], [-0.439, -1.658, -0.025], [0.585, 2.859, -0.068], [1.757, 1.808, -0.568], [-1.917, 1.903, 0.697], [1.622, -0.678, 0.169], [-0.258, -2.403, 0.684], [-0.437, -1.875, -1.105], [-1.471, -1.176, -0.001]], "atomic_forces_ev_per_a": [[-2.6187, 1.1779, 1.2205], [-2.5797, -2.1194, -0.8700], [-0.3946, 0.0753, -0.4680], [3.6515, 1.1907, 0.9479], [0.3870, 4.6589, 0.8709], [-1.3426, 1.0513, -2.5196], [-0.1205, -1.9294, 0.2148], [1.6273, -0.6821, -0.7081], [0.6129, -0.6062, -0.4131], [-0.5694, -1.1577, -0.2814], [-0.4756, 0.2097, -1.2160], [0.1337, -0.9562, 2.7491], [1.6887, -0.9127, 0.4729]], "homo_energy_ev": -13.357, "largest_force_ev_per_a": 4.76, "e_lumo_ev": -4.53, "total_charge": 1, "smiles": "N/C(C=O)=C/[NH3+]", "de_lowest_kj_mol": 291.76}

***

{"formula": "C3H7N2O", "method": "ωB97M-V/def2-TZVPD", "elements": ["N", "C", "C", "C", "N", "O", "H", "H", "H", "H", "H", "H", "H"], "positions_angstrom": [[1.224, -0.886, 0.516], [0.203, -0.529, -0.535], [-0.227, 0.986, -0.467], [-1.449, 0.958, 0.288], [-1.897, -0.195, 0.489], [-0.955, -1.195, -0.206], [2.162, -0.519, 0.286], [1.392, -1.992, 0.446], [0.826, -0.839, 1.552], [0.508, -0.898, -1.597], [-0.188, 1.492, -1.462], [0.320, 1.751, 0.002], [-1.919, 1.866, 0.688]], "atomic_forces_ev_per_a": [[0.3271, -4.0848, 1.3738], [-1.2504, 1.2103, -1.5937], [1.7704, 0.1564, -2.2977], [-0.9682, -0.2158, -0.3947], [-0.1441, -1.7290, 0.2793], [-1.0772, 1.2975, 0.8400], [-0.4351, 0.4266, 0.8802], [-0.5729, 2.6790, 0.0073], [1.2324, 0.7002, -2.5436], [0.1243, 0.7388, 2.0870], [-0.9656, -0.8531, 0.2554], [2.0819, 0.3344, 1.2189], [-0.1224, -0.6604, -0.1124]], "homo_energy_ev": -14.948, "largest_force_ev_per_a": 4.32, "e_lumo_ev": -4.06, "total_charge": 1, "smiles": "[NH3+][C@@H]1CC=NO1", "de_lowest_kj_mol": 365.74}

***

{"formula": "C3H7N2O2", "method": "ωB97M-V/def2-TZVPD", "elements": ["O", "C", "N", "C", "O", "C", "N", "H", "H", "H", "H", "H", "H", "H"], "positions_angstrom": [[-0.499, -0.083, 0.709], [0.179, -0.147, -0.335], [0.021, 0.556, -1.515], [-2.841, 1.504, 0.167], [-3.560, 2.470, 0.430], [1.637, -0.975, -0.263], [2.091, -1.291, 1.168], [0.549, 0.196, -2.243], [-1.901, 1.700, -0.242], [-2.913, 0.391, 0.335], [2.444, -0.419, -0.714], [1.339, -1.800, -0.741], [2.198, -0.439, 1.634], [1.257, -1.664, 1.609]], "atomic_forces_ev_per_a": [[0.1509, -0.2559, -0.4713], [2.4733, 1.8682, -2.2660], [-2.3953, -0.7226, 4.2440], [-0.7088, 1.1823, 0.6669], [0.0127, -2.1684, 0.0200], [-1.0202, 3.5094, 3.8834], [-0.9072, -1.6024, -2.3325], [1.7700, -0.9117, -1.3292], [1.8039, 0.2602, -1.0339], [-1.0852, 0.8052, 0.2680], [-0.0850, 0.0712, -0.5114], [-0.1659, -3.6369, -1.9085], [0.2773, 1.7493, 0.6624], [-0.1205, -0.1480, 0.1080]], "homo_energy_ev": -3.538, "largest_force_ev_per_a": 5.33, "e_lumo_ev": 4.16, "total_charge": -1, "de_lowest_kj_mol": 257.06}

***

{"formula": "C3H7N2O2", "method": "ωB97M-V/def2-TZVPD", "elements": ["C", "C", "C", "N", "N", "O", "O", "H", "H", "H", "H", "H", "H", "H"], "positions_angstrom": [[-0.901, -0.007, -1.092], [-0.453, -1.400, -0.810], [0.718, -1.673, -0.124], [0.805, 1.430, 0.982], [-0.157, 1.181, 1.766], [-0.108, 1.675, 2.956], [0.049, 0.983, -1.446], [-1.680, -0.070, -2.070], [-1.523, 0.450, -0.179], [-1.156, -2.209, -1.149], [0.881, -2.748, 0.091], [1.324, -0.788, 0.182], [0.502, 1.301, -0.531], [1.700, 1.874, 1.426]], "atomic_forces_ev_per_a": [[-3.0254, 2.1187, -1.4775], [2.0422, -0.7817, 1.3311], [-2.7028, 0.2544, -1.5468], [2.0906, 0.2202, 0.0281], [0.1767, 1.5749, 1.7390], [0.1209, -0.9397, -1.1709], [0.5359, -0.4611, 0.9071], [1.7319, 0.1532, 2.4858], [0.9898, -1.3797, -1.7313], [0.8062, 0.6872, 0.5219], [0.5190, 0.9923, 0.0686], [-0.2924, -1.2262, -0.0705], [-0.8764, -0.8121, -0.9744], [-2.1163, -0.4004, -0.1101]], "homo_energy_ev": -3.900, "largest_force_ev_per_a": 3.98, "e_lumo_ev": 4.17, "total_charge": -1, "de_lowest_kj_mol": 447.31}

***

{"formula": "C3H7N2O2", "method": "ωB97M-V/def2-TZVPD", "elements": ["C", "C", "C", "N", "N", "O", "O", "H", "H", "H", "H", "H", "H", "H"], "positions_angstrom": [[-0.113, 0.459, 1.309], [0.831, -0.206, 2.011], [0.438, 0.882, 0.063], [1.723, 0.589, 0.055], [-0.494, -0.523, -1.287], [2.137, -0.152, 1.105], [1.014, -0.818, 3.124], [-1.126, 0.617, 1.616], [0.039, 1.634, -0.593], [2.435, 0.769, -0.640], [-1.471, -0.269, -1.390], [-0.450, -1.485, -0.966], [-0.054, -0.475, -2.201], [0.244, -0.830, 3.713]], "atomic_forces_ev_per_a": [[0.2080, -0.2214, 0.4043], [2.8126, 0.9692, -3.2208], [0.7447, 0.1461, 0.5737], [-0.5020, 0.5645, -0.1956], [-0.3137, -0.3243, -0.4528], [-2.9154, -0.8503, 3.0637], [0.4273, -0.1746, -0.0092], [-0.2021, 0.0541, 0.0880], [0.0778, 0.0183, -0.0191], [-0.0988, -0.0022, 0.1345], [-0.0389, -0.1468, -0.1369], [-0.0240, -0.0010, -0.0378], [-0.1338, -0.0985, -0.0550], [-0.0416, 0.0669, -0.1369]], "homo_energy_ev": -14.017, "largest_force_ev_per_a": 4.38, "e_lumo_ev": -3.42, "total_charge": 1, "de_lowest_kj_mol": 241.55}